*A*
This record from the Open Molecules 2025 dataset describes the ion C6H14NO with charge +1. The level of theory is wB97M-V/def2-TZVPD.

```
! RIJCOSX wB97M-V def2-TZVPD def2/J DEFGRID3
* xyz 1 1
C -2.12474 -2.48878 1.41737
C -0.90347 -1.54280 1.26127
C -0.99850 -0.18684 1.14225
C 0.15470 0.70068 1.22826
C 0.89167 0.50808 -0.17758
N 2.07734 1.25116 -0.55959
C -0.17451 0.82863 -1.29711
O 0.72780 0.65831 -2.47246
H -3.07235 -1.89211 1.32431
H -2.31946 -3.45133 0.95453
H -2.00718 -2.77251 2.48793
H 0.06990 -2.04659 1.40591
H -1.98656 0.23978 0.75728
H 0.87102 0.51030 2.05309
H -0.35899 1.74309 1.28032
H 1.36535 -0.52775 -0.15615
H 1.66889 1.87038 -1.41347
H 2.93656 0.73757 -0.88027
H 2.41803 1.85457 0.12624
H -0.96329 0.03392 -1.16667
H -0.40714 1.95502 -1.23814
H 0.35055 0.80723 -3.28492
*
```

Properties
HOMO energy   -12.7 eV
LUMO level   -3.37 eV
Frontier orbital gap   9.34 eV
SMILES   C/C=C/C[C@H]([NH3+])CO

Atom charges from the Mulliken analysis, given in e for atoms 1 to 2:
1 C -1.19
2 C 0.14



*B*
This record from the Open Molecules 2025 dataset describes a cluster of 2 separate species, C6H14NO in total. The level of theory is wB97M-V/def2-TZVPD.

```
! RIJCOSX wB97M-V def2-TZVPD def2/J DEFGRID3
* xyz 1 1
C -0.92241 -1.74983 1.93531
C -1.68886 -1.40837 0.63171
C -0.89727 -0.66255 -0.43080
C -0.59353 0.76926 -0.06385
C -1.52338 1.64066 0.31444
C 1.39836 1.91802 0.82613
N 0.80443 0.99379 0.18522
H -1.48507 -1.47969 2.82468
H -0.71672 -2.81525 1.86850
H 0.06300 -1.28002 1.92584
H -1.94441 -2.36587 0.18335
H -2.60028 -0.89719 0.90982
H 0.00334 -1.26725 -0.60307
H -1.38050 -0.80482 -1.40758
H -1.18222 2.65426 0.52743
H -2.55593 1.47150 0.06358
H 2.46023 2.07176 0.66951
H 0.86915 2.72200 1.30897
H 1.38637 0.39074 -0.39398
H 3.98164 0.49724 -4.21042
H 3.14707 -0.66444 -3.56121
O 3.37703 0.26602 -3.50356
*
```

Properties
HOMO energy   -14.4 eV
LUMO level   -5.54 eV
Frontier orbital gap   8.85 eV

Atom charges from the Mulliken analysis, given in e for atoms 1 to 2:
1 C -0.98
2 C -0.54



The least stable of them is *A*.



*A*
This record from the Open Molecules 2025 dataset describes a cluster of 2 separate species, C6H14NO in total. The level of theory is wB97M-V/def2-TZVPD.

```
! RIJCOSX wB97M-V def2-TZVPD def2/J DEFGRID3
* xyz 1 1
O -1.85501 0.40026 -0.26276
C -0.92362 0.86965 -0.97603
C 0.32352 0.24914 -1.35965
C 0.69326 -1.09240 -0.60657
C 1.17523 -0.88534 0.92050
C 1.81349 0.47623 1.15801
C 2.80470 0.91306 0.11150
N -4.78398 -0.45317 0.02684
H -1.08944 1.96985 -1.47678
H 0.35891 0.28459 -2.43220
H -0.18398 -1.75499 -0.54487
H 1.47198 -1.72625 -1.12958
H 0.26014 -1.02275 1.58810
H 1.83229 -1.75850 1.21184
H 1.01720 1.29911 1.13712
H 2.23091 0.44401 2.17042
H 2.27743 0.91308 -0.86648
H 3.55736 0.15383 -0.16936
H 3.25366 1.84699 0.37891
H -5.39100 -1.17781 0.49962
H -3.82019 -0.50503 0.43049
H -5.02289 0.55645 0.19094
*
```

Properties
HOMO energy   -12.3 eV
LUMO level   -8.80 eV
Frontier orbital gap   3.53 eV

Atom charges from the Mulliken analysis, given in e for atoms 1 to 2:
1 O -0.31
2 C -0.10



*B*
This record from the Open Molecules 2025 dataset describes a cluster of 2 separate species, C6H14NO in total. The level of theory is wB97M-V/def2-TZVPD.

```
! RIJCOSX wB97M-V def2-TZVPD def2/J DEFGRID3
* xyz 1 1
C -0.32253 1.15914 0.42768
O 0.23805 -0.05543 -2.04392
C 0.68947 2.23677 0.01774
C 0.22848 -0.12926 0.96827
C -0.69555 -1.34123 0.86284
C -1.60883 -1.67801 1.81599
C -0.48726 -2.17299 -0.39813
N 1.70978 1.62878 -0.80900
H -0.79515 0.96309 -0.54039
H -1.08539 1.52349 1.14999
H 1.26507 0.98798 -1.48794
H 1.08201 2.74650 0.91321
H 1.08741 -0.37342 0.29579
H 0.54378 0.12143 2.01373
H -1.85104 -1.03012 2.68942
H -2.19856 -2.56132 1.60557
H 0.57332 -2.36412 -0.49225
H -0.97383 -3.15968 -0.35518
H -0.61380 -1.50692 -1.22161
H -0.09404 0.04764 -2.94139
H 2.39321 2.27359 -1.18643
H -0.02850 2.92742 -0.59446
*
```

Properties
HOMO energy   -13.6 eV
LUMO level   -9.26 eV
Frontier orbital gap   4.29 eV

Atom charges from the Mulliken analysis, given in e for atoms 1 to 2:
1 C -0.74
2 O -0.59



The least stable of them is *B*.



*A*
This record from the Open Molecules 2025 dataset describes a structure of composition C8H10Cl2Si. The level of theory is wB97M-V/def2-TZVPD.

```
! RIJCOSX wB97M-V def2-TZVPD def2/J DEFGRID3
* xyz 0 1
C -1.34308 0.77732 -0.97913
C -1.08651 -0.38197 -1.65954
C -0.70727 1.04388 0.24241
C -0.06136 -1.21091 -1.27388
C 0.32037 0.21682 0.69845
C 0.61978 -0.83303 -0.08478
C -1.09377 2.31416 0.92821
C 0.42046 -2.41699 -2.10732
Si 1.69384 0.59995 2.56811
Cl 1.68530 -2.11277 0.43740
Cl 1.01313 -0.73658 3.94846
H -2.18322 1.37486 -1.26176
H -1.47896 -0.54372 -2.65498
H -0.14558 2.74012 1.27857
H -1.68087 2.84486 0.19630
H -1.71212 1.94644 1.74627
H 0.11564 -2.00566 -3.14051
H 1.45138 -2.64758 -1.93125
H -0.34196 -3.15662 -1.75659
H 1.71864 1.87948 3.10174
H 2.79617 0.30793 1.70383
*
```

Properties
HOMO energy   -8.5 eV
LUMO level   0.48 eV
Frontier orbital gap   8.97 eV

Atom charges from the Mulliken analysis, given in e for atoms 1 to 2:
1 C -0.95
2 C -0.61



*B*
This record from the Open Molecules 2025 dataset describes a cluster of 2 separate species, C8H10Cl2Si in total. The level of theory is wB97M-V/def2-TZVPD.

```
! RIJCOSX wB97M-V def2-TZVPD def2/J DEFGRID3
* xyz 0 1
C 1.85580 2.67127 0.74232
C 0.86241 2.15065 1.59858
C 1.93406 2.23386 -0.59745
C -0.01677 1.17243 1.10040
C 0.99077 1.22371 -1.06711
C -0.03574 0.84577 -0.25475
C -0.48203 -2.97797 0.18252
C -3.16081 0.15348 -0.23108
Si -1.34828 -0.29193 -0.98917
Cl -3.14582 -0.16019 1.50334
Cl -3.31331 1.90723 -0.53967
H 2.32788 3.51615 1.15832
H 0.75802 2.61142 2.52726
H 2.68491 2.47228 -1.30623
H -0.88056 0.86762 1.69999
H 1.08564 0.82052 -2.06559
H -1.34793 -3.38618 -0.05183
H 0.30647 -3.17182 -0.54624
H -0.26735 -3.00074 1.28461
H -4.04084 -0.25130 -0.83737
H -1.70205 0.05249 -2.30454
*
```

Properties
HOMO energy (alpha / beta)   -8.7 / -7.9 eV
LUMO level (alpha / beta)   -0.79 / -0.32 eV
Frontier orbital gap (alpha / beta)   7.93 / 7.55 eV

Atom charges from the Mulliken analysis, given in e for atoms 1 to 2:
1 C -0.48
2 C -0.45



The least stable of them is *B*.



*A*
This record from the Open Molecules 2025 dataset describes the molecule C3H4Cl3NO3. The level of theory is wB97M-V/def2-TZVPD.

```
! RIJCOSX wB97M-V def2-TZVPD def2/J DEFGRID3
* xyz 0 1
C 0.78366 -1.35467 0.04998
C -0.06068 -0.17612 -0.13350
Cl -2.00620 -0.94965 -0.81906
N 0.13430 0.52442 -1.43896
O 0.87147 0.01086 -2.21905
O -0.47789 1.56092 -1.62896
C -0.31309 0.72633 1.14514
O -1.18213 1.69755 0.96908
Cl -0.73542 -0.25405 2.54801
Cl 1.44434 1.41255 1.12048
H 1.24536 -1.35046 1.06181
H 1.45966 -1.69204 -0.86730
H 0.00443 -2.12109 0.19537
H -1.16782 1.96544 0.01696
*
```

Properties
HOMO energy   -11.2 eV
LUMO level   -1.84 eV
Frontier orbital gap   9.40 eV
SMILES   C[C@](Cl)([N+](=O)[O-])C(O)(Cl)Cl

Atom charges from the Mulliken analysis, given in e for atoms 1 to 2:
1 C -0.91
2 C -0.40



*B*
This record from the Open Molecules 2025 dataset describes the molecule C3H4Cl3NO3. The level of theory is wB97M-V/def2-TZVPD.

```
! RIJCOSX wB97M-V def2-TZVPD def2/J DEFGRID3
* xyz 0 1
C 0.95774 1.22119 -0.54385
C 0.34706 -0.09887 -0.40674
Cl 0.51236 -1.24061 -1.72442
N 1.03675 -0.75585 0.84709
O 2.04106 -0.38248 1.33128
O 0.46060 -1.80537 1.24524
C -1.16766 -0.14291 0.01876
O -1.90239 -1.27482 -0.31016
Cl -1.64633 0.13589 1.79653
Cl -2.00912 1.22672 -0.79204
H 0.47101 1.83960 -1.33665
H 2.02413 1.34023 -0.90979
H 0.80613 1.85613 0.36514
H -1.93134 -1.91885 0.41962
*
```

Properties
HOMO energy   -11.0 eV
LUMO level   -0.43 eV
Frontier orbital gap   10.52 eV
SMILES   C[C@@](Cl)([N+](=O)[O-])C(O)(Cl)Cl

Atom charges from the Mulliken analysis, given in e for atoms 1 to 2:
1 C -1.37
2 C 0.87



The least stable of them is *A*.